1.
Here is a cluster of 10 separate species, H20O10 in total at a distorted geometry from the Open Molecules 2025 dataset. Energies are from ωB97M-V with the def2-TZVPD basis set.

Structure (ORCA input):
```
! RIJCOSX wB97M-V def2-TZVPD def2/J DEFGRID3
* xyz 0 1
O 1.1974 0.8097 1.7473
H 2.0456 1.0110 1.3672
H 1.4551 0.3018 2.5335
O 2.0509 -2.2100 1.1173
H 1.1321 -2.3364 1.4245
H 2.2989 -3.0815 0.7765
O -0.3893 -0.4250 -0.2263
H -0.1787 -0.0095 -1.0938
H 0.2868 -0.0119 0.2703
O -2.9224 0.9056 1.1556
H -2.4200 1.4215 0.5163
H -2.3342 0.5348 1.7965
O 2.4564 -0.9412 -1.4485
H 2.4889 -0.0196 -1.1297
H 2.1010 -1.3998 -0.6756
O -0.8415 2.3898 2.7264
H -0.2912 1.8520 2.1778
H -0.5397 3.2381 2.4228
O -0.2895 0.2482 -2.8992
H -0.4567 -0.6452 -3.0818
H -1.1822 0.6248 -2.7456
O 1.0127 3.1374 -0.7775
H 0.0875 2.8260 -0.7832
H 1.0860 3.4615 -1.6479
O -1.7990 -1.8198 1.5968
H -1.4731 -1.2832 0.8374
H -1.4762 -1.2870 2.3371
O -0.7753 -2.2717 -2.9777
H -0.6744 -2.4915 -2.0692
H -1.6559 -2.5290 -3.2474
*
```

Results
highest occupied orbital energy: -10.59 eV
structure (SMILES): O.O.O.O.O.O.O.O.O.O
LUMO: -0.10 eV

=====

2.
Here is a cluster of 10 separate species, H20O10 in total from the Open Molecules 2025 dataset. Energies are from ωB97M-V with the def2-TZVPD basis set.

Structure (ORCA input):
```
! RIJCOSX wB97M-V def2-TZVPD def2/J DEFGRID3
* xyz 0 1
O -10.7219 -19.3154 17.3252
H -10.7334 -18.9779 18.2303
H -10.3959 -18.5647 16.8228
O -8.1781 -17.6494 16.5622
H -8.4437 -18.0063 15.7118
H -7.2924 -17.9922 16.7122
O -9.4580 -14.0134 13.7562
H -9.0727 -13.7380 12.9208
H -9.2861 -14.9621 13.8231
O -9.7294 -15.0789 17.5037
H -9.4728 -15.9467 17.8348
H -9.7285 -15.1829 16.5478
O -11.0846 -12.8701 15.9747
H -10.4241 -12.5861 16.6164
H -10.5814 -13.3514 15.3063
O -10.1213 -16.7506 14.4073
H -9.7853 -17.4715 13.8643
H -11.0619 -16.7201 14.1999
O -10.0442 -11.8776 19.2116
H -9.2660 -11.9704 19.7671
H -10.3533 -12.7800 19.0808
O -12.2502 -14.4934 18.9963
H -13.1122 -14.7099 18.6295
H -11.7529 -14.1410 18.2449
O -7.0127 -14.5443 19.0539
H -6.8716 -13.5957 19.1109
H -6.7063 -14.7815 18.1746
O -11.5262 -17.2932 19.0681
H -11.5701 -16.3519 19.2929
H -12.4425 -17.5712 18.9900
*
```

Results
highest occupied orbital energy: -10.64 eV
structure (SMILES): O.O.O.O.O.O.O.O.O.O
LUMO: -0.26 eV

=====

3.
Here is a structure of composition H20O10 at a distorted geometry from the Open Molecules 2025 dataset. Energies are from ωB97M-V with the def2-TZVPD basis set.

Structure (ORCA input):
```
! RIJCOSX wB97M-V def2-TZVPD def2/J DEFGRID3
* xyz 0 1
O 1.3713 0.6641 3.3153
H 1.5693 0.8881 4.1913
H 0.7823 -0.0559 3.2223
O -0.3117 2.0181 1.4023
H 0.3713 1.6061 1.7803
H -0.0967 3.0351 1.0853
O -0.0857 -0.9249 2.5543
H 0.0193 -1.8019 2.8373
H -0.8797 -0.6469 2.6643
O 1.5343 -2.3969 -1.5607
H 1.3153 -3.3049 -1.6377
H 2.5603 -2.3389 -1.3847
O 2.7073 -0.4469 0.5973
H 3.2803 -0.4179 -0.0277
H 1.9033 -0.5139 0.1053
O 0.0343 -0.5319 -0.3857
H 0.3963 -1.2829 -0.9287
H 0.1413 -1.0179 0.5003
O -0.3597 1.9881 -1.2547
H -0.0517 1.9711 -0.3627
H -0.3677 2.8931 -1.5387
O -0.1287 -0.2499 -3.8237
H -0.1797 -0.0789 -2.9617
H -0.7187 0.2841 -4.3777
O -2.4987 -1.1409 -0.5327
H -2.8337 -0.2319 -0.1317
H -1.5097 -0.8949 -0.6297
O -2.9597 0.9651 -0.5787
H -3.0237 0.7911 -1.5297
H -1.9817 1.1731 -0.6077
*
```

Results
highest occupied orbital energy: -8.48 eV
LUMO: 0.12 eV

=====

4.
Here is a cluster of 10 separate species, H20O10 in total at a distorted geometry from the Open Molecules 2025 dataset. Energies are from ωB97M-V with the def2-TZVPD basis set.

Structure (ORCA input):
```
! RIJCOSX wB97M-V def2-TZVPD def2/J DEFGRID3
* xyz 0 1
O -2.2365 -1.6995 0.6560
H -2.8941 -2.3220 0.3271
H -1.5850 -2.1932 1.0612
O 0.7863 -2.3322 -2.0991
H -0.1109 -1.9769 -1.8680
H 1.1185 -2.3049 -3.1810
O -1.4500 0.5146 2.1770
H -1.8743 -0.2996 1.9085
H -2.0188 0.9493 2.8282
O 2.3866 0.1195 -2.0495
H 2.2535 0.1743 -2.9955
H 1.7519 -0.4870 -1.7826
O 1.5429 -2.1772 0.8829
H 0.7911 -1.7015 1.4830
H 1.2339 -2.0777 0.1051
O -0.0629 0.8020 0.2561
H -0.7520 0.7833 0.9360
H -0.3769 0.1465 -0.4833
O -1.6829 -0.9776 -1.7790
H -1.7511 -0.1470 -2.3668
H -2.1289 -0.9138 -0.9265
O -0.6617 3.6336 2.0395
H -0.2796 2.8727 2.3288
H -1.0928 3.5198 1.2157
O 1.0784 2.6278 -1.4319
H 0.6222 2.1829 -0.7661
H 1.3640 1.8423 -1.8929
O 1.8150 0.4908 2.1842
H 1.4767 0.4653 1.2366
H 2.7372 0.4854 1.9961
*
```

Results
highest occupied orbital energy: -10.28 eV
structure (SMILES): O.O.O.O.O.O.O.O.O.O
LUMO: -0.58 eV

=====

5.
Here is a cluster of 10 separate species, H20O10 in total at a distorted geometry from the Open Molecules 2025 dataset. Energies are from ωB97M-V with the def2-TZVPD basis set.

Structure (ORCA input):
```
! RIJCOSX wB97M-V def2-TZVPD def2/J DEFGRID3
* xyz 0 1
O 2.8028 -0.9871 2.0109
H 3.4748 -1.3401 2.6799
H 2.3048 -0.2711 2.4059
O 0.7918 0.6659 2.7499
H 0.4298 0.7579 3.6339
H 0.3028 -0.0241 2.2669
O -1.3632 2.1569 0.9349
H -2.2832 2.4459 0.9079
H -0.9652 2.2539 0.0619
O -0.6542 -0.6191 0.6109
H 0.2408 -0.3651 0.3239
H -1.0982 0.1949 0.6329
O -3.7822 0.9499 -1.1621
H -4.2562 1.6519 -1.5891
H -2.9062 1.0689 -1.5311
O 1.3948 -1.7991 -1.9021
H 2.0818 -1.7161 -2.5621
H 1.6158 -1.0951 -1.2301
O -1.3142 -1.3261 -1.9921
H -1.1672 -1.1331 -1.0541
H -0.4392 -1.6041 -2.1651
O 0.7668 -2.8161 1.1509
H 0.1608 -2.0881 0.9769
H 1.4618 -2.4001 1.5679
O 1.5948 0.4609 -0.3361
H 2.5318 0.5339 -0.2541
H 1.3568 1.3099 -0.6371
O -1.1652 1.6939 -1.7781
H -0.7462 1.0269 -2.3261
H -1.1722 2.4139 -2.3951
*
```

Results
highest occupied orbital energy: -10.12 eV
structure (SMILES): O.O.O.O.O.O.O.O.O.O
LUMO: -0.33 eV

=====

6.
Here is a structure of composition H20O11V at a distorted geometry from the Open Molecules 2025 dataset. Energies are from ωB97M-V with the def2-TZVPD basis set.

Structure (ORCA input):
```
! RIJCOSX wB97M-V def2-TZVPD def2/J DEFGRID3
* xyz 2 2
O -0.3077 -0.5828 0.1273
V -0.1969 1.0780 0.0225
O -1.0823 1.2203 -1.7662
H -2.0505 1.3048 -1.8368
H -0.7767 0.5518 -2.4091
O -2.0545 1.0881 1.0611
H -2.2021 0.1743 1.2051
H -1.9308 1.4406 1.9209
O 1.6381 1.7766 -0.8835
H 2.1837 2.6055 -0.8302
H 2.3085 1.1994 -1.3321
O 1.0237 0.9648 1.7176
H 1.9767 1.2627 1.7866
H 0.9287 0.1242 2.1964
O 2.5423 -0.9321 -0.1440
H 3.4982 -0.8822 -0.1030
H 2.4108 -1.3279 -1.0121
O -0.9655 -0.8711 2.9644
H -1.5834 -0.7936 3.6656
H -0.5890 -1.7674 2.9968
O 0.7371 -0.8088 -2.2808
H 1.1788 -0.8623 -3.1357
H 0.3801 -1.6823 -2.2718
O -2.0316 -1.7419 -1.7091
H -2.0308 -1.7786 -0.7716
H -1.6394 -2.6206 -1.8994
O -0.5146 3.1047 0.3210
H -0.3866 3.6861 1.1191
H -1.2252 3.5713 -0.2000
O 0.1263 -3.0122 0.7830
H 0.7252 -3.4120 0.1749
H -0.0905 -2.0771 0.5231
*
```

Results
highest occupied orbital energy (alpha / beta): -16.73 / -16.75 eV
expectation value of S²: 0.846
LUMO (alpha / beta): -8.70 / -7.73 eV

=====

7.
Here is a cluster of 10 separate species, H21NO9 in total at a distorted geometry from the Open Molecules 2025 dataset. Energies are from ωB97M-V with the def2-TZVPD basis set.

Structure (ORCA input):
```
! RIJCOSX wB97M-V def2-TZVPD def2/J DEFGRID3
* xyz 0 1
N 1.4046 -0.1514 -0.2146
H 1.9592 -0.6667 0.4545
H 1.9625 0.5557 -0.6654
H 0.6318 0.2994 0.2607
O 2.2465 -1.2621 2.6388
H 1.7731 -1.6210 3.4020
H 2.0337 -0.3166 2.8098
O 0.2286 -2.3272 -1.7344
H 0.1777 -1.4355 -2.1778
H 0.8065 -2.0920 -0.9941
O 0.4272 2.1669 -1.1710
H 0.6651 2.7128 -1.9296
H -0.4830 2.3764 -0.9250
O -2.4959 1.7370 -1.5398
H -2.7861 0.9567 -1.0646
H -1.9150 1.5917 -2.2931
O -1.3235 0.6771 1.2969
H -1.5245 -0.2508 1.0889
H -1.8800 1.1651 0.6776
O 0.2288 0.0181 -3.0135
H 1.1483 0.0610 -3.3191
H 0.4612 0.2082 -2.0682
O -0.4286 -1.6033 1.9231
H 0.4988 -1.6547 1.6536
H -0.4605 -0.9886 2.6785
O -2.3294 -1.4615 -1.1273
H -2.1566 -1.2382 -2.0510
H -1.4765 -1.9083 -0.9233
O 0.9582 1.1340 2.8754
H 0.3391 1.3814 2.1734
H 1.3087 1.9363 3.2786
*
```

Results
highest occupied orbital energy: -10.40 eV
structure (SMILES): N.O.O.O.O.O.O.O.O.O
LUMO: 0.06 eV

=====

8.
Here is a structure of composition H21O10 at a distorted geometry from the Open Molecules 2025 dataset. Energies are from ωB97M-V with the def2-TZVPD basis set.

Structure (ORCA input):
```
! RIJCOSX wB97M-V def2-TZVPD def2/J DEFGRID3
* xyz 0 2
O -1.4580 -0.4403 0.6720
H -1.9690 0.5615 -0.1291
H -2.1151 -2.3382 -2.3536
O -1.7433 -2.9299 -1.6532
H 1.6775 -1.1834 1.0684
H 4.0942 0.6136 -0.0510
O 3.4804 0.5646 0.7449
H -1.2702 -0.3650 1.6660
H 3.8214 0.0767 1.5286
O -0.5246 -1.1752 3.5837
H -0.2958 -0.3036 3.8501
H 0.1355 -1.7831 3.7048
O -2.2753 0.9855 -1.2416
H -0.4367 -3.2074 1.1776
H -2.5889 1.9236 -1.3002
O -0.8891 1.2308 -3.2588
H -0.2170 1.6728 -3.7468
H -1.5748 0.8386 -1.9533
O 1.0280 -0.4885 1.0363
H -0.9400 0.2816 -3.4077
H 1.3969 0.1662 0.4788
O -0.6809 2.3675 0.8337
H -0.5105 1.4760 1.0713
H -0.5195 -0.3088 0.4123
O 2.0270 2.6498 -1.3645
H -1.9395 -2.3329 -0.9711
O 0.1726 -2.7260 0.5950
H -0.0529 -3.1101 -0.2476
H 0.1010 2.8719 1.0243
H 2.7090 2.3979 -0.7283
H 1.3575 2.0135 -1.0408
*
```

Results
highest occupied orbital energy (alpha / beta): -3.14 / -11.11 eV
expectation value of S²: 0.751
LUMO (alpha / beta): 0.08 / -0.20 eV

=====

9.
Here is a structure of composition H22NeO11 at a distorted geometry from the Open Molecules 2025 dataset. Energies are from ωB97M-V with the def2-TZVPD basis set.

Structure (ORCA input):
```
! RIJCOSX wB97M-V def2-TZVPD def2/J DEFGRID3
* xyz 0 1
Ne -1.3028 19.5479 12.6058
O -1.6670 21.7164 14.3546
H -1.8369 22.4453 14.9513
H -2.5258 21.4968 13.9934
O 2.4883 18.5914 11.7610
H 1.9870 17.9959 11.2039
H 2.0613 18.5370 12.6159
O -0.7613 19.5918 15.8383
H -0.8348 20.3018 15.2006
H -0.3084 18.8922 15.3673
O -3.3269 15.9861 12.5493
H -4.1768 16.0081 12.1094
H -3.3359 16.7492 13.1271
O 0.3002 20.9005 10.0516
H 1.0011 20.6402 10.6492
H 0.2400 20.1802 9.4241
O -3.0784 18.2002 14.9215
H -2.5389 18.9453 15.1861
H -3.7427 18.1294 15.6070
O 0.0075 23.4622 12.4689
H -0.4522 23.5930 11.6396
H -0.6250 23.0067 13.0246
O 1.6511 17.7907 14.2015
H 2.4561 17.2731 14.1835
H 0.9570 17.1496 14.3544
O -0.9083 16.4658 15.2339
H -1.7380 16.9410 15.2789
H -0.9015 15.9199 16.0202
O -5.2298 18.2212 12.4226
H -4.9336 19.0966 12.6718
H -5.4368 17.7925 13.2531
O -4.5102 20.9797 13.0079
H -4.7376 21.5954 12.3112
H -5.2047 21.0858 13.6581
*
```

Results
highest occupied orbital energy: -10.77 eV
LUMO: -0.35 eV

=====

10.
Here is a cluster of 11 separate species, H22O11 in total at a distorted geometry from the Open Molecules 2025 dataset. Energies are from ωB97M-V with the def2-TZVPD basis set.

Structure (ORCA input):
```
! RIJCOSX wB97M-V def2-TZVPD def2/J DEFGRID3
* xyz -1 2
O 0.3739 -0.8312 1.7681
H 0.2166 0.0094 2.2106
H 0.6274 -1.3338 2.5562
O 0.8405 1.8439 1.0667
H 1.6827 1.4357 0.8295
H 1.0517 2.1587 1.9628
O 2.7352 -1.4904 -4.6393
H 2.0742 -1.9079 -4.0778
H 3.0004 -0.7399 -4.0951
O -0.3997 4.2823 1.9184
H -0.1171 3.5873 2.5292
H -0.6277 3.7180 1.1648
O -3.9581 1.8058 -0.1269
H -3.7609 2.3184 0.6690
H -4.3106 2.5154 -0.6797
O -1.1485 1.5639 -3.1705
H -2.1038 1.6353 -3.1967
H -0.8011 1.7973 -2.3070
O 2.2241 -2.3519 -1.1624
H 1.5436 -1.9075 -1.6799
H 1.6991 -3.0733 -0.7966
O -1.8648 -1.8113 3.2136
H -2.1028 -2.3938 2.4804
H -2.5502 -2.0480 3.8534
O -0.5428 -1.8956 -0.5877
H -1.2148 -1.8597 0.1024
H -0.2412 -0.9751 -0.5845
O 2.8559 1.2197 3.3179
H 2.9605 2.1550 3.1045
H 3.6157 0.7000 3.0316
O -0.9180 -2.7105 -2.9953
H -0.2059 -2.7788 -3.6307
H -0.6334 -2.6375 -2.0490
*
```

Results
highest occupied orbital energy (alpha / beta): 0.12 / -7.72 eV
expectation value of S²: 0.751
LUMO (alpha / beta): 2.74 / 2.52 eV

=====

It is found that the energy above the lowest of the compared OMol25 structures with the same formula, charge and spin values, taken in the order of the records, are 3.027 2.643 6.770 4.978 2.719 0.000 0.861 1.010 0.786 2.269 eV.